(1)
This record from the Open Molecules 2025 dataset describes C21H56BeN5O8 as an isolated structure at a distorted geometry. The level of theory is the ωB97M-V functional and the def2-TZVPD basis.

The geometry in XYZ format:
```
91
Properties=species:S:1:pos:R:3:forces:R:3
Be -3.17610 -0.69029 -1.95181 4.092 -1.911 1.516
O -0.41922 -0.45970 1.70373 0.326 0.336 0.291
C -1.00497 -0.86877 0.61417 -2.320 -2.739 -4.232
O -2.24246 -0.61869 0.42197 -1.264 1.403 -0.480
O -0.41844 -1.62759 -0.22337 0.401 1.095 1.371
H 0.42365 -0.86217 1.48194 1.363 0.033 0.934
C -4.25158 2.48455 4.74781 1.886 0.311 0.709
C -3.21141 1.96426 3.72277 0.842 -0.075 1.607
C -1.88236 1.46075 4.45391 -0.611 1.082 -0.002
O -1.32283 2.47372 5.31441 1.218 -1.320 -1.091
C 0.08023 2.17493 5.48412 -0.350 0.961 1.487
N -3.69571 0.91245 2.88503 -0.563 -1.150 -0.800
H -4.34846 1.80294 5.59287 -0.839 -0.547 -0.382
H -5.15368 2.98836 4.40067 -0.030 -0.682 -0.271
H -3.69159 3.25064 5.28411 0.028 0.515 -0.107
H -2.95058 2.82804 3.11125 0.226 -0.088 -0.198
H -1.15900 1.11265 3.71656 0.167 0.611 -0.581
H -1.96726 0.54473 5.03855 -0.971 -0.167 0.365
H 0.32142 1.20977 5.92954 -0.606 -0.617 -0.371
H 0.40722 2.83029 6.29138 0.135 0.444 -0.294
H 0.71509 2.32205 4.61038 -0.347 0.107 -0.314
H -3.03214 0.59460 2.19311 0.401 0.654 -0.580
H -3.75043 0.04338 3.39672 -0.607 -0.051 0.722
C 3.17374 -0.86700 0.84298 1.512 -0.126 0.517
C 3.15337 -2.08353 -0.11803 0.349 2.435 0.223
C 2.82078 -3.39584 0.49408 -0.636 -0.678 0.245
O 3.76961 -3.73819 1.48699 0.478 1.861 -0.361
C 3.38144 -4.64798 2.46081 0.110 -1.014 -0.472
N 2.29156 -1.63983 -1.21089 -0.125 -1.632 -1.221
H 2.95460 0.07047 0.33187 -0.252 -0.166 -0.179
H 4.18976 -0.69987 1.20053 0.064 -0.150 0.450
H 2.54302 -0.92305 1.73020 -0.183 -0.319 0.041
H 4.14806 -2.31721 -0.49760 0.316 0.791 -0.210
H 2.89277 -4.09269 -0.34097 -0.411 -0.557 0.036
H 1.81202 -3.36811 0.90610 -0.313 -0.269 0.150
H 3.37437 -5.61193 1.95203 -0.519 -0.544 0.376
H 2.41714 -4.41952 2.91472 -0.142 0.031 0.013
H 4.14872 -4.72714 3.23095 -0.005 0.378 -0.052
H 2.48465 -0.67658 -1.44533 0.056 -0.115 0.061
H 1.31264 -1.73300 -0.98035 -0.040 0.181 0.260
C -1.74284 -5.33454 -2.17792 -0.275 -0.489 0.307
C -2.54760 -4.00994 -2.14577 -0.582 -2.591 2.918
C -3.08698 -3.78536 -0.60436 0.856 -0.043 -2.887
O -4.10894 -2.78626 -0.78971 0.186 -0.480 0.618
C -4.92990 -2.76873 0.37027 -0.284 1.093 1.445
N -1.82758 -2.87870 -2.60367 -0.457 1.113 0.050
H -1.47764 -5.76000 -3.14578 0.112 0.733 -0.404
H -2.36217 -6.14477 -1.79316 -0.226 0.108 0.344
H -0.84358 -5.33781 -1.56195 0.073 0.332 0.030
H -3.42202 -4.19119 -2.77077 -0.232 0.341 0.193
H -2.36990 -3.52156 0.17301 0.540 0.938 -0.563
H -3.40400 -4.73928 -0.18289 -1.151 -0.082 -0.590
H -4.37865 -2.79843 1.31013 0.840 0.169 -0.166
H -5.59699 -3.61701 0.52365 -0.287 -0.043 -1.038
H -5.42611 -1.80016 0.43154 -0.416 -0.267 -0.304
H -0.94901 -2.89583 -2.10576 0.381 0.808 0.455
H -1.58672 -3.08409 -3.56279 -0.062 0.448 -0.460
C 0.97879 0.53869 -4.42743 -1.859 0.625 -0.129
C -0.19260 0.45705 -3.36532 2.437 1.753 0.477
C -0.56146 1.85446 -2.79645 -1.411 -1.504 -1.567
O -1.72729 1.58049 -2.00947 -0.151 -1.553 0.426
C -2.28166 2.66909 -1.34726 -0.258 1.469 -0.064
N -1.33558 -0.31078 -3.91510 0.215 0.608 0.866
H 0.60985 1.13345 -5.26304 -0.232 -0.021 -0.339
H 1.14100 -0.46472 -4.82107 0.602 0.060 0.208
H 1.87415 1.09621 -4.15247 0.069 -0.594 0.621
H 0.29111 0.05639 -2.47448 -0.686 -1.340 -0.048
H -0.87348 2.45605 -3.65017 0.037 0.659 0.034
H 0.25857 2.30685 -2.23879 -0.042 -0.095 0.150
H -2.58116 3.39052 -2.10749 -0.116 0.397 0.064
H -1.56584 3.15002 -0.68062 0.099 -0.046 0.111
H -3.17302 2.41940 -0.77174 0.176 -0.455 -0.013
H -0.83744 -1.04406 -4.39910 -0.384 -0.987 0.214
H -1.71270 0.18489 -4.71021 -0.263 0.695 -0.111
C 5.23225 3.44073 -1.53839 -1.400 -1.550 2.059
C 3.85100 4.05598 -1.82597 1.324 0.515 -2.268
C 2.69741 3.90514 -0.84019 0.978 -0.377 0.287
O 2.07648 2.57370 -0.78860 1.370 2.666 -1.104
C 1.39235 2.52016 0.41963 -0.554 -2.033 0.042
N 4.17648 5.50472 -1.98167 -1.685 -0.338 0.024
H 6.09968 3.55908 -2.18775 -0.594 0.594 -0.357
H 5.11870 2.36840 -1.37928 0.050 -0.274 -0.166
H 5.45005 3.79856 -0.53210 0.606 0.234 0.005
H 3.48346 3.70343 -2.78967 0.003 -0.430 -0.303
H 1.88807 4.62593 -0.95650 0.058 0.207 -0.680
H 3.18241 4.24404 0.07524 -0.301 -0.679 0.894
H 0.69420 3.32144 0.66179 0.553 0.688 0.003
H 2.16614 2.28294 1.14974 -0.626 0.290 0.824
H 0.72459 1.67371 0.25924 -0.020 -0.448 0.626
H 4.97576 5.62257 -2.58779 0.309 -0.241 0.090
H 3.40252 5.77879 -2.56986 -0.158 1.104 0.001
```
Positions in Å, forces in eV/Å.

Calculated values
**Kohn-Sham gap**: 3.95 eV
**Energy relative to the best compared isomer or geometry (same formula, charge and spin)**: 161.5 kcal/mol
**Charge**: +1

(2)
This record from the Open Molecules 2025 dataset describes C6H12O2 as an isolated structure at a distorted geometry. The level of theory is the ωB97M-V functional and the def2-TZVPD basis.

The geometry in XYZ format:
```
20
Properties=species:S:1:pos:R:3:forces:R:3
O 1.86128 -1.81439 -1.05643 1.634 -0.805 0.990
C 2.87449 -1.73313 -0.33669 -2.396 0.276 -2.038
O 3.16122 -0.99734 0.61702 0.757 -0.067 0.616
C -2.20283 -0.53466 0.96981 2.719 0.776 0.645
C -0.82492 -0.62855 0.32695 1.201 0.084 -4.008
C -0.21741 0.82185 0.19218 1.588 -3.372 0.792
C 0.79802 0.83151 -0.98271 -0.752 0.842 0.404
C -1.41202 1.69966 0.20312 1.858 0.532 0.858
H 3.74171 -2.35704 -0.68290 0.328 -0.081 0.447
H -2.05811 -0.45084 2.05547 -0.979 0.312 -0.217
H -0.03843 -1.35498 0.60040 -0.927 0.025 0.769
H -2.99430 -1.14138 0.57037 -0.549 0.181 0.009
H -0.94592 -0.91269 -0.77060 -0.253 0.122 1.210
H 0.38871 0.86067 1.11939 -0.481 0.988 -0.166
H 1.48757 -0.00631 -0.86346 -0.170 0.499 0.235
H 1.34218 1.78240 -1.02839 -0.096 -0.258 -0.089
H 0.30459 0.62208 -1.92687 -0.186 0.228 -0.227
H -1.39047 2.35674 1.06880 -0.923 -0.041 0.144
H -1.60210 2.23956 -0.72203 -1.233 -0.627 -0.161
H -2.27325 0.71684 0.64657 -1.140 0.385 -0.216
```
Positions in Å, forces in eV/Å.

Calculated values
**Kohn-Sham gap (alpha / beta)**: 7.41 / 6.93 eV
**Multiplicity**: 2
**Energy relative to the best compared isomer or geometry (same formula, charge and spin)**: 115.8 kcal/mol
**Charge**: +1

(3)
This record from the Open Molecules 2025 dataset describes one molecule with the formula C5H13N3 at a distorted geometry. The level of theory is the ωB97M-V functional and the def2-TZVPD basis.

The geometry in XYZ format:
```
21
Properties=species:S:1:pos:R:3:forces:R:3
C -1.86776 0.91395 -0.08363 0.491 1.616 -0.484
C -0.42624 1.61392 -0.21436 -1.010 0.608 -2.020
C 2.50199 -0.63829 0.25754 0.286 -1.353 2.782
C -1.14618 -1.82976 -0.73020 -2.392 2.120 -2.309
C 1.61182 0.58062 0.28421 1.502 0.423 2.683
N -1.68203 -0.11814 0.86231 -0.818 -1.155 -1.507
N 0.44191 0.57806 -0.54222 1.560 -0.993 0.498
N -0.85273 -1.11554 0.41904 0.627 3.011 3.507
H -2.55281 1.73163 0.20112 -0.189 -0.832 0.019
H -2.16396 0.35620 -0.94796 -0.211 0.842 -1.063
H -0.32469 2.36895 -1.10959 -0.843 -1.143 1.571
H -0.23798 2.15824 0.72121 0.128 -0.064 0.050
H 1.98765 -1.46585 0.85233 0.883 0.934 -0.534
H 2.47831 -0.97814 -0.71024 0.487 -0.991 -2.547
H 3.61793 -0.52452 0.61923 -2.402 0.102 -0.631
H -1.66606 -1.29372 -1.61893 1.099 -0.629 1.182
H -0.22100 -2.19594 -0.98367 1.980 -1.059 -1.307
H -1.78815 -2.63088 -0.51439 -0.987 -1.391 0.612
H 1.46014 0.78854 1.40249 -0.725 -0.140 -1.092
H 2.34264 1.37575 0.10770 -0.532 0.781 -0.904
H -1.51279 0.32489 1.72801 1.066 -0.688 1.494
```
Positions in Å, forces in eV/Å.

Calculated values
**Kohn-Sham gap (alpha / beta)**: 9.20 / 7.99 eV
**Energy relative to the best compared isomer or geometry (same formula, charge and spin)**: 125.0 kcal/mol
**Charge**: 0

(4)
This record from the Open Molecules 2025 dataset describes C13H29InO5P2 as an isolated structure at a distorted geometry. The level of theory is the ωB97M-V functional and the def2-TZVPD basis.

The geometry in XYZ format:
```
50
Properties=species:S:1:pos:R:3:forces:R:3
C 0.15612 -5.00611 0.31888 0.043 1.408 -0.297
C -1.22044 -4.07853 0.20350 -0.291 1.004 0.612
C -2.24343 -4.51102 -1.04635 1.198 0.055 1.061
C -1.52753 -2.92943 1.13782 1.908 -1.859 -1.677
C -0.43841 -2.53974 2.32716 -1.445 -0.298 0.246
C -0.41393 -0.94801 2.71717 0.240 -0.074 1.089
C 0.44291 0.00780 1.69851 -0.311 0.967 -0.386
C 1.69010 0.69067 2.54979 -0.806 -1.678 0.723
C 0.89946 -0.70102 0.29309 -1.273 -0.167 -0.583
C 1.78798 0.25691 -0.69718 2.121 -2.465 1.568
P 0.97046 1.93117 -1.14444 -0.757 -0.731 -1.860
C 0.42250 3.75634 -1.43600 0.390 3.443 -1.164
P -0.77945 4.43635 -0.11622 -6.742 1.807 0.868
O -2.28646 3.93971 -0.29464 5.912 1.093 0.440
O -0.82512 6.19523 -0.33924 0.294 -3.635 0.443
O -0.26970 4.18360 1.53528 -0.480 -1.467 -2.958
O -0.69187 1.39502 -1.15769 0.728 -1.242 -2.011
C -1.14465 0.84294 -2.47780 -0.220 1.092 -0.732
C 0.02770 1.12580 -3.60289 1.676 -1.453 -0.793
O 1.15140 1.79534 -2.90192 -2.502 -0.554 -0.101
H 1.07858 -4.26745 0.45341 -1.898 -1.578 -0.233
H 0.34205 -5.58735 -0.69594 -0.617 1.133 2.344
H 0.16615 -5.71438 1.25070 -0.268 1.264 -1.866
H -3.29014 -4.72082 -0.55635 1.953 0.495 -1.313
H -1.80723 -5.46834 -1.59841 -1.082 2.046 1.442
H -2.24760 -3.64957 -1.83966 -0.312 -1.502 1.624
H -2.52078 -2.29104 0.98249 2.322 -1.576 0.506
H -0.82401 -3.11759 3.29798 0.823 1.295 -1.972
H 0.64700 -2.92559 2.12098 -2.259 0.625 0.220
H -1.50461 -0.51272 2.89709 2.339 -1.031 -0.635
H 0.12461 -0.87012 3.77777 -1.219 -0.267 -2.209
H -0.27072 0.91658 1.40872 1.501 -2.021 0.405
H 2.31500 -0.13707 3.12707 -1.164 1.807 -1.225
H 2.44852 1.28776 1.87093 -3.917 -6.317 0.851
H 1.24794 1.44569 3.33491 0.845 -1.306 -1.353
H 1.46522 -1.74010 0.45120 -0.774 2.454 -0.267
H -0.09876 -0.99429 -0.29172 2.148 0.735 1.368
H 2.80592 0.51071 -0.13672 -1.919 -0.622 -1.294
H 2.10358 -0.26330 -1.72059 -0.855 1.408 1.950
H 1.03714 2.32065 0.25718 -1.077 -0.609 0.432
H 2.35147 2.41153 -1.18318 0.156 -0.085 -0.758
H -0.16952 3.76918 -2.46716 1.292 -0.108 2.305
H 1.38683 4.42901 -1.52000 -2.047 -1.216 0.080
H -1.78005 6.49209 -0.46138 1.356 -0.990 0.267
H -0.60997 3.24559 1.75068 0.336 2.075 -0.445
H -1.38059 -0.32598 -2.50653 0.389 2.752 0.598
H -2.03257 1.54732 -2.83904 1.579 -1.876 1.121
H 0.51599 0.11764 -4.00306 -1.251 1.706 1.119
H -0.35238 1.59585 -4.62634 0.836 -0.149 2.639
In 3.14530 2.65309 1.89813 3.101 6.213 -0.189
```
Positions in Å, forces in eV/Å.

Calculated values
**Kohn-Sham gap**: 2.42 eV
**Charge**: +2

(5)
This record from the Open Molecules 2025 dataset describes C3H6AgLiO5 as an isolated structure at a distorted geometry. The level of theory is the ωB97M-V functional and the def2-TZVPD basis.

The geometry in XYZ format:
```
16
Properties=species:S:1:pos:R:3:forces:R:3
O -2.65050 0.43192 1.32233 -0.165 -0.176 -0.326
C -1.49323 0.07285 0.58446 0.344 0.062 -0.046
C -1.86246 -0.45659 -0.81363 -0.631 0.387 1.001
O -0.71250 -0.91488 -1.50851 0.902 0.202 -0.047
H -2.35191 0.83336 2.14387 -0.072 0.015 -0.047
H -0.90804 -0.66518 1.13634 0.012 -0.354 -0.118
H -0.83298 0.93692 0.49242 0.104 0.139 -0.268
H -2.35256 0.32924 -1.39056 0.050 0.076 -0.019
H -2.57970 -1.27402 -0.72761 0.218 -0.123 -0.028
Ag 1.27139 -2.26506 -1.02699 0.309 1.477 0.749
O 2.32886 1.36385 -1.05583 -0.424 0.743 -0.472
C 2.56872 0.92725 0.06251 0.565 0.320 1.687
O 2.31857 -0.36828 0.33713 -0.006 -2.761 -0.407
O 3.14643 1.48994 1.11061 0.115 -0.735 -1.945
Li 4.18170 -0.26718 0.83742 -1.101 0.814 0.413
H -0.07177 -0.17415 -1.50396 -0.221 -0.086 -0.127
```
Positions in Å, forces in eV/Å.

Calculated values
**Kohn-Sham gap**: 5.60 eV
**Energy relative to the best compared isomer or geometry (same formula, charge and spin)**: 26.7 kcal/mol
**Charge**: 0

(6)
This record from the Open Molecules 2025 dataset describes C7H6NPS as an isolated structure at a distorted geometry. The level of theory is the ωB97M-V functional and the def2-TZVPD basis.

The geometry in XYZ format:
```
16
Properties=species:S:1:pos:R:3:forces:R:3
C -0.54897 0.03601 -2.41032 -1.246 -2.590 -4.225
C -0.39108 -1.10407 -1.62512 -0.394 3.960 3.109
C -0.69520 1.30067 -1.95174 0.812 0.409 2.586
C -0.37602 -0.93390 -0.22017 0.229 -1.296 -2.940
C -0.59615 1.42889 -0.52920 -0.659 2.974 -2.253
C -0.46511 0.32453 0.27826 0.364 1.321 2.912
C 1.70319 -0.53225 3.15874 0.236 0.042 -0.885
N 1.89812 0.63257 2.68067 -2.174 -0.122 -0.546
P -0.37677 0.70030 2.11608 2.709 0.317 -0.041
S 0.13628 -1.19100 2.97990 -1.561 -1.243 0.202
H -0.78195 -0.18933 -3.54580 0.983 0.675 2.157
H -0.23216 -2.03746 -1.95504 0.232 -3.069 -1.707
H -0.73212 2.16573 -2.60667 -0.299 -0.183 0.181
H -0.27816 -1.84033 0.33300 0.135 -0.116 0.817
H -0.68502 2.53236 -0.21998 0.254 -2.024 0.373
H 2.42111 -1.29274 3.51738 0.379 0.945 0.259
```
Positions in Å, forces in eV/Å.

Calculated values
**Kohn-Sham gap (alpha / beta)**: 7.49 / 7.49 eV
**Energy relative to the best compared isomer or geometry (same formula, charge and spin)**: 20.6 kcal/mol
**Charge**: 0

(7)
This record from the Open Molecules 2025 dataset describes a 2-piece molecular cluster, C3H6OS2 overall at a distorted geometry. The level of theory is the ωB97M-V functional and the def2-TZVPD basis.

The geometry in XYZ format:
```
12
Properties=species:S:1:pos:R:3:forces:R:3
C -1.81723 1.09714 -0.59463 -0.955 1.047 -1.537
C 0.56664 -1.41991 -0.22593 -1.106 -0.704 -2.487
C 0.85194 -0.80636 0.90210 0.305 -1.441 -1.617
O 0.80370 1.31750 -0.56355 0.534 0.232 0.307
S -2.34592 0.03634 0.46187 -0.442 -0.565 0.792
S 0.96101 0.93166 0.85825 1.862 0.442 0.772
H -1.17682 0.71962 -1.45924 -0.990 1.284 1.119
H -2.29896 2.15709 -0.53348 1.550 -1.680 -0.532
H 0.59509 -2.47543 -0.58189 0.249 0.499 1.567
H 0.17803 -0.89146 -1.10598 0.397 0.467 0.567
H 1.26214 -1.41722 1.64934 0.470 -0.113 1.601
H 2.42037 0.75103 1.19313 -1.873 0.533 -0.553
```
Positions in Å, forces in eV/Å.

Calculated values
**Kohn-Sham gap**: 8.38 eV
**Energy relative to the best compared isomer or geometry (same formula, charge and spin)**: 100.6 kcal/mol
**Charge**: 0

(8)
This record from the Open Molecules 2025 dataset describes one molecule with the formula C2H4N2O2 at a distorted geometry. The level of theory is the ωB97M-V functional and the def2-TZVPD basis.

The geometry in XYZ format:
```
10
Properties=species:S:1:pos:R:3:forces:R:3
C -0.01744 1.22880 -0.21366 1.783 3.054 -0.535
C -1.49548 -0.48874 0.09766 1.269 -2.576 -1.798
H 2.53758 -0.74354 0.42059 -1.714 1.763 -1.154
H 0.97168 -1.41610 -0.12673 1.027 3.134 1.510
H -0.02116 2.44970 -0.44819 -0.090 -3.869 0.643
H -2.50351 -0.62306 0.42012 -0.876 -1.727 0.401
N 1.51950 -0.47782 0.21252 2.582 -10.073 1.666
N 1.12500 0.60985 -0.15928 -3.840 7.672 -1.204
O -1.45089 0.82630 0.14266 4.389 -0.827 -1.059
O -0.66528 -1.36539 -0.34569 -4.529 3.449 1.528
```
Positions in Å, forces in eV/Å.

Calculated values
**Structure (SMILES)**: N/N=C\OC=O
**Kohn-Sham gap**: 9.27 eV
**Energy relative to the best compared isomer or geometry (same formula, charge and spin)**: 120.6 kcal/mol
**Charge**: 0

In order of appearance, M = 515.72, 116.16, 115.18, 442.14, 236.88, 167.17, 122.21, 88.07 g mol⁻¹.